{"formula": "C45H62Br2N6O3", "method": "the ωB97M-V functional and the def2-TZVPD basis", "smiles": "CCCCCCc1cc(CCO)c([C@@H](Br)CC)c2c1C(=O)c1ccc([C@@H](C)CCC)c(C[C@@H](C)Br)c1C2=O.CC#N.CC#N.CC#N.CC#N.CC#N.CC#N", "multiplicity": 1, "molar_mass_g_mol": 894.8, "e_homo_ev": -8.8, "species": ["C", "C", "C", "C", "C", "C", "C", "C", "C", "C", "C", "O", "C", "C", "Br", "C", "C", "C", "C", "C", "O", "C", "C", "C", "C", "C", "C", "C", "C", "C", "C", "C", "C", "C", "Br", "C", "C", "O", "H", "H", "H", "H", "H", "H", "H", "H", "H", "H", "H", "H", "H", "H", "H", "H", "H", "H", "H", "H", "H", "H", "H", "H", "H", "H", "H", "H", "H", "H", "H", "H", "H", "H", "H", "H", "H", "H", "H", "H", "H", "H", "H", "H", "C", "C", "N", "H", "H", "H", "C", "C", "N", "H", "H", "H", "C", "C", "N", "H", "H", "H", "C", "C", "N", "H", "H", "H", "C", "C", "N", "H", "H", "H", "C", "C", "N", "H", "H", "H"], "coordinates": [[8.446, -2.982, 1.747], [8.072, -2.948, 0.229], [6.521, -2.926, 0.117], [5.993, -2.217, -1.176], [5.140, -0.960, -0.856], [3.988, -0.834, -1.884], [3.294, 0.515, -1.840], [3.761, 1.585, -2.591], [3.165, 2.826, -2.577], [3.838, 3.870, -3.475], [3.087, 3.868, -4.840], [2.979, 2.526, -5.321], [2.044, 3.108, -1.764], [1.505, 4.538, -1.819], [-0.437, 4.735, -1.752], [2.262, 5.550, -0.900], [1.885, 5.491, 0.581], [1.591, 2.039, -0.979], [2.189, 0.775, -1.034], [1.587, -0.332, -0.180], [2.247, -1.169, 0.399], [0.079, -0.281, -0.094], [-0.668, -1.424, -0.129], [-2.068, -1.296, -0.080], [-2.701, -0.080, 0.006], [-4.234, -0.033, 0.037], [-4.816, 0.699, -1.234], [-4.882, -1.440, 0.089], [-4.856, -2.220, -1.252], [-4.569, -3.744, -1.106], [-1.920, 1.107, 0.060], [-2.565, 2.473, 0.200], [-3.217, 2.728, 1.572], [-2.280, 2.522, 2.779], [-3.782, 4.639, 1.593], [-0.541, 0.966, -0.014], [0.432, 2.150, -0.005], [0.250, 3.041, 0.794], [8.714, -1.991, 2.129], [7.556, -3.306, 2.308], [9.230, -3.715, 1.975], [8.501, -3.816, -0.285], [8.420, -1.999, -0.201], [6.102, -2.386, 0.976], [6.151, -3.960, 0.198], [6.872, -1.962, -1.785], [5.394, -2.967, -1.715], [5.764, -0.056, -0.867], [4.693, -1.116, 0.132], [4.337, -1.005, -2.912], [3.242, -1.591, -1.611], [4.643, 1.431, -3.211], [3.704, 4.844, -2.991], [4.902, 3.666, -3.626], [2.056, 4.185, -4.608], [3.567, 4.517, -5.583], [2.178, 2.437, -5.842], [1.751, 4.891, -2.824], [1.946, 6.542, -1.270], [3.334, 5.457, -1.100], [0.810, 5.503, 0.773], [2.431, 6.251, 1.157], [2.249, 4.529, 0.977], [-0.217, -2.410, -0.216], [-2.608, -2.236, -0.144], [-4.617, 0.526, 0.898], [-5.052, 1.749, -1.006], [-5.749, 0.249, -1.583], [-4.027, 0.706, -1.998], [-4.335, -2.039, 0.833], [-5.908, -1.366, 0.477], [-4.187, -1.769, -1.997], [-5.865, -2.138, -1.689], [-4.522, -4.034, -0.043], [-3.613, -3.934, -1.619], [-5.323, -4.366, -1.603], [-1.881, 3.299, 0.008], [-3.359, 2.579, -0.550], [-4.132, 2.165, 1.756], [-1.225, 2.712, 2.566], [-2.424, 1.543, 3.260], [-2.573, 3.255, 3.545], [0.796, -0.016, -4.346], [-0.459, -0.317, -3.648], [-1.447, -0.553, -3.102], [1.258, -0.940, -4.690], [0.595, 0.623, -5.204], [1.481, 0.497, -3.672], [-9.029, -1.864, 1.085], [-8.392, -2.970, 0.364], [-7.890, -3.839, -0.205], [-9.025, -2.068, 2.150], [-8.486, -0.939, 0.897], [-10.057, -1.748, 0.751], [-5.659, -6.418, 2.613], [-4.992, -5.116, 2.530], [-4.471, -4.090, 2.464], [-6.155, -6.517, 3.577], [-6.398, -6.503, 1.818], [-4.926, -7.215, 2.506], [4.334, 2.185, 1.777], [4.728, 3.214, 0.811], [5.037, 4.009, 0.035], [5.046, 2.156, 2.596], [3.343, 2.408, 2.171], [4.314, 1.210, 1.291], [7.140, 1.097, 5.191], [6.864, 0.546, 3.861], [6.647, 0.112, 2.815], [6.705, 2.091, 5.277], [6.709, 0.452, 5.954], [8.215, 1.164, 5.347], [-10.814, -4.935, 3.932], [-10.999, -3.545, 3.505], [-11.144, -2.452, 3.167], [-10.492, -5.540, 3.086], [-10.059, -4.983, 4.714], [-11.752, -5.330, 4.317]]}

=====

{"formula": "C6H10O", "method": "the ωB97M-V functional and the def2-TZVPD basis", "de_lowest_kcal_mol": 24.8, "multiplicity": 3, "molar_mass_g_mol": 98.1, "s_squared": 2.01, "e_homo_ev": [-5.0, -9.5], "species": ["C", "C", "C", "C", "C", "C", "O", "H", "H", "H", "H", "H", "H", "H", "H", "H", "H"], "coordinates": [[-0.120, 3.410, 0.516], [-0.447, 2.213, -0.024], [-0.286, -0.240, -0.050], [-1.163, -0.517, -0.989], [1.215, -2.285, -0.175], [0.449, -1.331, 0.760], [0.076, 1.040, 0.456], [-0.740, 4.234, 0.116], [-1.364, 1.879, -0.581], [-1.849, 0.020, -1.622], [-1.194, -1.616, -1.098], [0.734, 3.415, 1.294], [1.647, -3.119, 0.283], [1.868, -1.809, -0.933], [0.356, -2.643, -0.684], [1.177, -0.753, 1.420], [-0.360, -1.898, 1.312]]}

=====

{"formula": "C15H39Li3N2O4", "method": "the ωB97M-V functional and the def2-TZVPD basis", "multiplicity": 1, "molar_mass_g_mol": 332.3, "e_homo_ev": -6.8, "species": ["Li", "Li", "Li", "O", "H", "O", "H", "O", "H", "C", "C", "N", "C", "C", "C", "C", "H", "H", "H", "H", "H", "H", "H", "H", "H", "H", "H", "H", "H", "H", "H", "C", "C", "N", "C", "C", "C", "C", "H", "H", "H", "H", "H", "H", "H", "H", "H", "H", "H", "H", "H", "H", "H", "C", "C", "O", "C", "H", "H", "H", "H", "H", "H"], "coordinates": [[1.050, 11.543, -10.916], [0.918, 14.656, -13.441], [4.452, 12.662, -13.170], [-1.098, 12.247, -13.064], [-1.895, 12.618, -12.639], [2.701, 14.378, -10.689], [2.993, 14.745, -9.832], [3.196, 9.676, -12.832], [3.562, 8.781, -12.689], [10.690, 13.221, -12.813], [9.298, 12.835, -12.264], [8.219, 13.321, -13.195], [8.312, 12.734, -14.558], [8.187, 11.220, -14.658], [8.056, 14.769, -13.131], [8.013, 15.454, -11.695], [10.950, 12.570, -13.648], [11.404, 12.910, -12.050], [11.010, 14.243, -13.019], [9.329, 11.761, -12.079], [9.184, 13.275, -11.273], [7.721, 13.212, -15.339], [9.304, 13.063, -14.869], [7.916, 10.894, -15.662], [9.177, 10.855, -14.384], [7.360, 10.818, -14.073], [7.133, 15.194, -13.526], [8.892, 15.312, -13.571], [7.261, 15.052, -11.017], [7.733, 16.507, -11.688], [8.933, 15.319, -11.126], [-0.471, 11.197, -7.303], [0.818, 10.580, -6.715], [1.473, 9.461, -7.398], [2.839, 9.372, -6.898], [3.701, 8.453, -7.837], [0.654, 8.239, -7.527], [0.553, 7.375, -6.214], [-1.106, 10.443, -7.768], [-0.187, 11.860, -8.121], [-1.134, 11.671, -6.579], [1.422, 11.485, -6.787], [0.804, 10.197, -5.694], [3.292, 10.355, -7.026], [2.972, 8.951, -5.901], [3.840, 8.764, -8.873], [4.738, 8.266, -7.561], [3.359, 7.419, -7.785], [1.068, 7.622, -8.324], [-0.332, 8.532, -7.890], [1.434, 6.744, -6.101], [-0.251, 6.651, -6.347], [0.353, 7.990, -5.336], [1.622, 20.925, -12.295], [0.676, 19.738, -12.021], [0.323, 18.996, -12.888], [0.368, 19.365, -10.513], [2.609, 20.541, -12.551], [1.734, 21.588, -11.437], [1.375, 21.538, -13.162], [-0.021, 20.215, -9.952], [1.301, 18.960, -10.120], [-0.401, 18.593, -10.483]]}